A molecular structure, C7H12LiN4O3S at a distorted geometry. Source: the OMol25 dataset; level of theory: ωB97M-V/def2-TZVPD.

Last column: natural (NBO) charge in e.
Positions of all 28 atoms, in Å:
Li (-0.61161, -0.14532, 1.64496)  0.8840
O (0.89475, -0.86133, -0.43395)  -0.6163
C (1.47142, -0.06853, -1.17240)  0.6790
O (-1.36390, 0.83835, -0.78508)  -0.6127
C (-0.55024, 1.38420, -1.51262)  0.9097
O (-0.87203, 2.43682, -2.28363)  -0.4525
N (0.81597, 1.07688, -1.70255)  -0.4876
C (0.26357, 2.82219, -3.10173)  -0.0879
C (1.39135, 1.89229, -2.76014)  -0.2441
H (0.54925, 3.85825, -2.89484)  0.2108
H (0.00588, 2.72549, -4.16768)  0.2119
H (2.28368, 2.41858, -2.38703)  0.2177
H (1.67523, 1.25127, -3.60936)  0.2162
C (2.87457, -0.24453, -1.57536)  -0.3695
C (3.50840, -1.38503, -1.22282)  -0.2200
H (3.39265, 0.51926, -2.17302)  0.2280
H (2.99232, -2.12224, -0.59236)  0.2216
H (4.52912, -1.61085, -1.53463)  0.2200
N (-1.79849, -1.89451, 1.46862)  -0.6899
N (-2.38095, -1.85626, 2.78152)  -0.4537
C (-2.11438, -0.91393, 3.74198)  0.3096
N (-2.83081, -1.07730, 4.86687)  -0.7640
S (-1.02067, 0.39973, 3.77964)  -0.3285
H (-1.24883, -2.75975, 1.34808)  0.3886
H (-2.53645, -1.93505, 0.74899)  0.3968
H (-3.07969, -2.58463, 2.97953)  0.3927
H (-2.68168, -0.38065, 5.58089)  0.4355
H (-3.55843, -1.78340, 4.96811)  0.4047

**E_tot**: -1124.25599 Eh
**Charge**: +1
**Strongest force on any atom**: 0.0323 Eh/bohr